1.
Here is C12H33FN3O7PdS as an isolated structure in a non-equilibrium geometry from the Open Molecules 2025 dataset. Energies are from ωB97M-V with the def2-TZVPD basis set.

Last column: Löwdin spin population.
Element x y z (Å)
1 Pd -16.6086 -1.6496 -17.0220  1.465
2 F -16.6028 -2.1277 -14.8724  0.174
3 S -16.9304 1.0030 -15.1185  0.006
4 O -17.1745 2.4108 -15.0683  0.019
5 O -17.8985 0.2029 -14.3544  0.002
6 O -16.7893 0.3837 -16.4853  0.089
7 O -15.8016 0.5227 -14.3017  0.000
8 C -19.2891 -5.1977 -17.4616  0.003
9 C -18.6660 -3.8893 -17.7690  0.004
10 C -19.4655 -2.6886 -17.1373  0.003
11 O -18.7810 -1.4390 -17.2777  0.043
12 C -19.6775 -0.3400 -17.1191  0.007
13 N -17.2678 -3.7998 -17.3383  0.051
14 H -18.8229 -5.8962 -18.1565  0.000
15 H -20.3571 -5.1496 -17.6740  0.001
16 H -19.0837 -5.4146 -16.4133  0.000
17 H -18.7513 -3.6992 -18.8389  0.000
18 H -19.5783 -2.7653 -16.0558  0.000
19 H -20.4581 -2.7717 -17.5800  0.001
20 H -20.7292 -0.3860 -17.4018  0.003
21 H -19.2996 0.6439 -17.3970  0.000
22 H -19.8218 -0.3508 -16.0387  0.000
23 H -16.6354 -4.2737 -17.9672  0.000
24 H -17.3023 -4.4550 -16.5704  0.001
25 C -15.3985 -1.3925 -21.1528  0.002
26 C -15.9344 -0.6568 -19.9044  0.000
27 C -16.7931 0.6330 -20.1200  0.000
28 O -17.6906 0.4054 -21.1350  0.000
29 C -18.7673 1.3210 -21.3108  0.000
30 N -16.7613 -1.6777 -19.3036  0.048
31 H -16.1646 -1.7391 -21.8464  0.000
32 H -14.8208 -2.2800 -20.8943  0.000
33 H -14.7199 -0.7424 -21.7050  0.001
34 H -15.0690 -0.3898 -19.2979  0.000
35 H -16.0436 1.3094 -20.5310  0.000
36 H -17.2766 0.9807 -19.2070  0.000
37 H -18.3810 2.3280 -21.4681  0.000
38 H -19.3589 1.4500 -20.4044  0.000
39 H -19.4635 1.0304 -22.0975  0.000
40 H -16.3700 -2.5402 -19.6545  0.001
41 H -17.5750 -1.7220 -19.9003  0.003
42 C -12.1502 -1.8236 -17.6736  0.005
43 C -13.6185 -2.3094 -17.9118  0.003
44 C -13.8684 -3.8360 -17.8592  -0.001
45 O -14.9841 -4.1013 -18.6324  -0.001
46 C -15.0929 -5.4196 -19.0744  0.000
47 N -14.3864 -1.6219 -16.8866  0.063
48 H -11.7850 -2.1018 -16.6850  0.000
49 H -12.0723 -0.7459 -17.8172  0.000
50 H -11.5481 -2.3235 -18.4323  0.001
51 H -13.8617 -1.9065 -18.8950  0.000
52 H -14.0051 -4.1211 -16.8161  0.000
53 H -13.0161 -4.4673 -18.1108  0.000
54 H -16.0298 -5.5826 -19.6070  0.000
55 H -15.0578 -6.0710 -18.2011  0.000
56 H -14.3285 -5.7981 -19.7530  0.000
57 H -13.9479 -1.8989 -16.0199  0.001
58 H -14.0845 -0.6591 -16.9324  0.001

Forces on the atoms, in the same order (eV/Å):
Pd 0.064 -0.082 2.815
F 0.201 -0.934 -1.494
S 0.747 -5.255 6.184
O -0.171 2.050 -1.687
O -4.385 0.680 -1.389
O 0.101 1.467 -2.840
O 3.950 2.032 -1.238
C -0.131 -0.091 -0.261
C -0.295 3.111 -0.144
C 0.893 -0.654 0.729
O -2.086 -0.810 -2.587
C -0.398 0.626 2.674
N -0.802 -1.389 0.104
H -0.118 -0.564 0.375
H -0.085 -0.257 0.210
H -0.275 -0.461 -0.024
H 0.284 -0.011 -0.291
H -0.073 -0.668 0.278
H -0.167 0.750 -0.273
H 0.068 -1.037 -1.372
H 0.667 -0.538 -0.088
H 0.325 0.920 0.445
H -0.296 0.389 -0.259
H 0.761 0.525 1.131
C 0.716 1.490 -0.841
C -0.642 -0.274 -1.170
C 2.045 -0.428 -0.294
O -2.156 -1.055 -1.672
C 0.531 0.517 1.083
N -0.127 -0.624 0.040
H -0.307 0.303 0.126
H 0.060 0.050 0.427
H 0.105 0.023 -0.331
H -0.324 0.095 0.359
H 0.042 0.918 0.506
H 0.334 -0.047 0.320
H 0.143 0.145 -0.537
H -0.084 -0.418 0.365
H 0.537 -0.290 -0.148
H 0.557 -0.605 0.887
H -1.090 0.728 0.352
C -0.318 -1.503 -0.939
C 1.769 0.547 0.454
C 1.142 1.072 0.985
O -0.029 -0.174 -1.722
C -0.024 -1.091 0.319
N -0.129 -0.140 -0.394
H -0.010 0.054 0.037
H -0.109 -0.065 0.091
H 0.523 0.132 0.040
H -0.358 -0.420 -0.021
H -0.596 0.088 0.395
H 0.329 0.261 -0.836
H -0.206 0.317 0.197
H -0.208 -0.388 0.096
H 0.540 0.540 -0.114
H -0.794 -0.240 0.845
H -0.639 0.683 0.096

Spin multiplicity   3
HOMO energy (spin up / spin down)   -1.57 / -1.56 eV
Net charge   -1
Expectation value of S²   2.005
DFT total energy   -1793.72816 Ha

2.
Here is C12H33InN3O3 as an isolated structure in a non-equilibrium geometry from the Open Molecules 2025 dataset. Energies are from ωB97M-V with the def2-TZVPD basis set.

Last column: natural (NBO) charge in e.
Element x y z (Å)
1 In 0.3943 -1.1525 -0.6550  1.689
2 C -2.3577 1.8234 -3.1520  -0.650
3 C -1.1394 0.9316 -2.8067  -0.092
4 C 0.1397 1.4701 -3.3827  -0.095
5 O 1.1067 0.5995 -2.8544  -0.567
6 C 2.4441 0.8353 -3.2707  -0.259
7 N -1.0995 0.8915 -1.3306  -0.784
8 H -2.3217 2.8217 -2.7044  0.233
9 H -3.2990 1.3959 -2.8022  0.236
10 H -2.5240 2.0529 -4.2082  0.282
11 H -1.3758 -0.0661 -3.1753  0.223
12 H 0.4074 2.5185 -3.2021  0.214
13 H 0.2113 1.4306 -4.4755  0.236
14 H 2.5921 0.4794 -4.2963  0.220
15 H 3.0564 0.1880 -2.6464  0.167
16 H 2.7691 1.8769 -3.3004  0.218
17 H -2.0302 0.9267 -0.9085  0.420
18 H -0.7975 1.8286 -1.0409  0.419
19 C 2.7639 2.3941 -0.1721  -0.632
20 C 2.8963 1.1606 0.7168  -0.088
21 C 1.8308 1.0832 1.7991  -0.077
22 O 0.5796 1.0281 1.1267  -0.601
23 C -0.4255 1.7575 1.8577  -0.251
24 N 2.7005 -0.0659 -0.1010  -0.821
25 H 3.2523 3.2492 0.2978  0.273
26 H 1.7354 2.6086 -0.4485  0.218
27 H 3.4586 2.2188 -0.9985  0.226
28 H 3.9156 1.1723 1.1211  0.261
29 H 1.8943 1.8874 2.5291  0.244
30 H 1.9368 0.1092 2.2905  0.172
31 H -0.6971 1.2595 2.7893  0.202
32 H -1.3348 1.7927 1.2596  0.179
33 H -0.1276 2.7866 2.0558  0.221
34 H 3.4802 0.0322 -0.7589  0.430
35 H 3.0227 -0.8730 0.4366  0.397
36 C -1.1072 -4.2334 3.0342  -0.618
37 C -1.4524 -3.3368 1.8373  -0.110
38 C -1.2829 -1.8839 2.2609  -0.089
39 O -1.6779 -0.8849 1.3178  -0.543
40 C -3.0745 -0.6094 1.4391  -0.278
41 N -0.4303 -3.6042 0.8068  -0.716
42 H -1.0789 -5.3032 2.8430  0.264
43 H -1.8593 -4.0257 3.8000  0.272
44 H -0.1526 -3.8700 3.4230  0.215
45 H -2.4783 -3.4576 1.4899  0.246
46 H -0.2259 -1.6961 2.4880  0.186
47 H -1.7483 -1.7004 3.2324  0.239
48 H -3.6355 -1.5422 1.3764  0.205
49 H -3.4546 0.1675 0.7800  0.210
50 H -3.2804 -0.2056 2.4378  0.221
51 H 0.4611 -3.6826 1.3013  0.393
52 H -0.5803 -4.5844 0.5432  0.438

Forces on the atoms, in the same order (eV/Å):
In -0.812 3.262 1.024
C -0.449 0.549 -0.116
C -2.405 1.343 -0.984
C 0.526 -0.393 -0.761
O 0.799 -0.390 1.317
C 0.555 -0.891 -1.166
N 0.899 -0.401 0.457
H 0.411 -0.067 0.240
H 0.113 -0.294 0.019
H 0.424 -0.468 -0.111
H 0.373 -0.096 -0.088
H -0.382 0.026 0.788
H -0.683 -0.339 -0.047
H -0.188 -0.067 0.015
H 0.225 0.397 -0.108
H -0.312 0.074 0.624
H -0.170 -0.994 -0.329
H 0.959 -0.382 0.276
C 1.183 -0.355 0.225
C -1.400 1.211 0.487
C 0.680 -0.852 -0.149
O -0.651 0.348 0.091
C -0.692 -0.147 -0.124
N 0.766 -1.608 -0.182
H -0.473 0.078 0.351
H 0.154 0.032 -0.258
H -0.562 0.161 -0.475
H -0.131 -0.453 0.132
H -0.043 0.058 -0.085
H 0.201 0.231 0.570
H 0.257 -0.003 0.079
H 0.089 -0.057 -0.120
H 0.290 -0.067 -0.025
H -0.744 -0.478 -0.845
H 0.061 0.105 0.351
C -0.288 0.801 0.362
C 0.212 0.864 0.117
C 0.442 0.766 0.874
O 0.647 -0.565 -0.377
C -0.829 -0.137 0.983
N 0.366 -0.077 0.001
H -0.012 0.048 -0.192
H 0.016 -0.246 0.057
H 0.095 -0.363 0.173
H 0.236 -0.441 -0.460
H 0.222 -0.042 -0.306
H -0.456 -0.059 -0.169
H -0.240 0.206 -0.410
H 0.402 -0.296 -0.564
H 0.266 -0.086 0.075
H 0.049 0.256 0.039
H 0.004 0.302 -1.278

Spin multiplicity   1
HOMO energy   -19.53 eV
Net charge   +3
Energy above the lowest of the compared OMol25 structures with the same formula, charge and spin   224.14 kJ/mol
DFT total energy   -1055.93933 Ha

3.
Here is C12H33Li3N2O3 as an isolated structure in a non-equilibrium geometry from the Open Molecules 2025 dataset. Energies are from ωB97M-V with the def2-TZVPD basis set.

Last column: natural (NBO) charge in e.
Element x y z (Å)
1 Li -2.1449 0.2205 -1.1595  0.925
2 Li -0.0875 0.3114 -1.1017  0.806
3 Li -1.1700 -0.9603 0.1469  0.848
4 O -1.1883 0.0784 -2.1522  -1.298
5 H -1.0688 0.1564 -3.1187  0.439
6 O -1.0934 0.5106 -0.1039  -1.310
7 H -1.2310 1.3725 0.3351  0.448
8 O -0.2237 -1.2188 -0.9288  -1.243
9 H 0.5617 -1.6650 -0.5565  0.398
10 C 0.8601 -0.1462 1.3231  -0.658
11 C 0.2300 -1.4054 1.8451  -0.220
12 N -1.1827 -1.5207 1.4431  -0.542
13 C -2.0310 -0.6886 2.2922  -0.229
14 C -3.5349 -0.9469 2.1342  -0.623
15 C -1.6518 -2.8883 1.4097  -0.234
16 C -1.5573 -3.5620 2.7703  -0.642
17 H 1.8244 0.0704 1.7827  0.205
18 H 0.2141 0.6630 1.6636  0.205
19 H 0.8338 -0.1575 0.2334  0.259
20 H 0.6964 -2.2833 1.3979  0.194
21 H 0.4946 -1.6123 2.8821  0.189
22 H -1.7774 -0.9228 3.3260  0.173
23 H -1.7336 0.3239 2.0193  0.220
24 H -3.8865 -1.9205 2.4757  0.214
25 H -4.1629 -0.2503 2.6897  0.225
26 H -3.7739 -0.8219 1.0781  0.192
27 H -0.9589 -3.3026 0.6774  0.223
28 H -2.6489 -3.0095 0.9864  0.204
29 H -0.5381 -3.8242 3.0543  0.212
30 H -2.1115 -4.4999 2.8055  0.217
31 H -1.9430 -2.9708 3.6009  0.204
32 C 0.5713 3.6694 -2.2793  -0.633
33 C -0.0393 2.2836 -1.9162  -0.216
34 N 0.9727 1.2793 -1.4152  -0.554
35 C 1.5591 0.5144 -2.4569  -0.215
36 C 2.3191 -0.7008 -1.8540  -0.614
37 C 1.8705 1.7278 -0.3247  -0.234
38 C 3.1400 2.4496 -0.7302  -0.643
39 H 1.2186 3.9626 -1.4528  0.201
40 H -0.1903 4.4133 -2.5131  0.211
41 H 1.1955 3.6033 -3.1703  0.201
42 H -0.7715 2.3377 -1.1106  0.187
43 H -0.6602 1.9195 -2.7347  0.238
44 H 0.7978 0.2636 -3.1955  0.225
45 H 2.2685 1.2160 -2.8957  0.166
46 H 1.7840 -1.2302 -1.0655  0.208
47 H 2.4594 -1.4563 -2.6271  0.222
48 H 3.2666 -0.2677 -1.5337  0.192
49 H 2.2553 0.7898 0.0754  0.230
50 H 1.3330 2.2088 0.4926  0.209
51 H 3.6377 1.9807 -1.5789  0.207
52 H 3.8576 2.4159 0.0895  0.210
53 H 3.1395 3.4904 -1.0542  0.205

Forces on the atoms, in the same order (eV/Å):
Li -7.321 0.433 1.492
Li 0.051 -3.068 -1.609
Li -2.961 0.995 -4.888
O -0.581 0.416 -12.815
H -0.341 -0.625 0.864
O -4.506 8.788 9.536
H -0.042 -0.815 -0.031
O 6.090 -8.779 -2.196
H -1.311 -0.743 -0.315
C -0.240 0.166 1.644
C 0.617 -1.440 -0.469
N -1.064 -3.484 9.894
C -0.198 -0.240 0.974
C 0.117 0.468 -0.423
C 1.138 -0.766 0.222
C -0.033 -0.901 0.390
H 0.192 -0.524 -0.052
H 0.387 0.196 -0.050
H 0.643 -0.124 1.638
H 0.272 -0.019 -0.448
H -0.798 0.495 0.669
H 0.094 0.493 0.397
H -0.557 0.081 0.611
H 0.383 -0.150 -0.176
H 0.352 0.358 0.002
H -0.383 -0.154 -0.120
H -0.176 -0.827 0.045
H 0.009 0.420 0.014
H 0.131 0.111 -0.187
H -0.073 -0.075 -0.169
H -0.143 0.211 -0.189
C 0.047 -0.939 0.330
C 1.116 1.595 0.098
N 3.069 6.573 -0.688
C 1.558 -0.227 -0.123
C 0.265 0.599 -1.166
C 0.871 -0.387 -1.517
C 0.996 0.816 -0.340
H -0.293 0.545 -0.143
H -0.080 0.001 0.323
H 0.121 -0.160 -0.041
H 0.177 0.832 -0.121
H 0.814 -0.025 0.070
H 0.313 -0.186 0.267
H 0.539 -0.508 -0.975
H 0.866 0.708 -0.393
H 0.348 0.120 -0.087
H 0.283 -0.681 0.180
H 0.096 0.666 -0.057
H -0.203 0.164 -0.338
H -0.045 -0.460 0.070
H 0.022 -0.103 0.145
H -0.628 0.158 0.253

Spin multiplicity   1
HOMO energy   -7.30 eV
Energy above the lowest of the compared OMol25 structures with the same formula, charge and spin   1269.02 kJ/mol
DFT total energy   -834.45908 Ha

4.
Here is C12H33LiN3O3 as an isolated structure in a non-equilibrium geometry from the Open Molecules 2025 dataset. Energies are from ωB97M-V with the def2-TZVPD basis set.

Last column: natural (NBO) charge in e.
Element x y z (Å)
1 Li 12.8949 14.8846 0.3092  0.835
2 C 9.7614 12.0097 0.4904  -0.620
3 C 10.7405 13.1130 0.0785  -0.085
4 C 10.0273 14.4603 0.1753  -0.061
5 O 10.9083 15.5015 -0.3695  -0.595
6 C 10.2986 16.7865 -0.5142  -0.259
7 N 11.9934 13.0462 0.7542  -0.845
8 H 10.2545 11.0470 0.6250  0.220
9 H 8.9608 11.9346 -0.2454  0.228
10 H 9.3695 12.2499 1.4787  0.207
11 H 10.9188 13.0221 -0.9930  0.196
12 H 9.9336 14.7686 1.2166  0.164
13 H 9.0410 14.4963 -0.2875  0.208
14 H 9.4989 16.6241 -1.2369  0.190
15 H 10.9236 17.5853 -0.9136  0.204
16 H 9.9458 17.2290 0.4173  0.175
17 H 12.2626 12.0739 0.8016  0.386
18 H 11.8287 13.2581 1.7279  0.348
19 C 13.5338 14.7572 -3.3968  -0.631
20 C 13.6997 13.5509 -2.3948  -0.066
21 C 14.7581 12.6369 -2.9739  -0.090
22 O 15.0761 11.6123 -2.0196  -0.548
23 C 16.0695 10.7895 -2.5758  -0.248
24 N 14.1066 14.0659 -1.1028  -0.865
25 H 14.4922 15.0363 -3.8345  0.213
26 H 12.9648 15.5597 -2.9274  0.217
27 H 12.9757 14.4508 -4.2816  0.226
28 H 12.7473 13.0892 -2.1346  0.193
29 H 15.6000 13.2888 -3.2070  0.166
30 H 14.4460 12.2538 -3.9455  0.191
31 H 16.8085 11.4587 -3.0164  0.167
32 H 15.7096 10.1107 -3.3490  0.178
33 H 16.5473 10.1876 -1.8028  0.200
34 H 14.8693 14.7082 -1.2637  0.352
35 H 14.7182 13.3041 -0.8462  0.385
36 C 12.7766 17.4066 3.6634  -0.646
37 C 12.6600 16.7048 2.2767  -0.077
38 C 13.3809 17.6036 1.2787  -0.084
39 O 13.5411 16.9198 -0.0093  -0.577
40 C 13.8392 17.8274 -1.0549  -0.251
41 N 13.2806 15.3874 2.3067  -0.863
42 H 12.4902 16.6521 4.3961  0.219
43 H 12.0244 18.1592 3.8996  0.235
44 H 13.7612 17.8152 3.8909  0.224
45 H 11.6364 16.4266 2.0261  0.202
46 H 14.3686 17.9371 1.5969  0.193
47 H 12.7104 18.4626 1.3069  0.195
48 H 13.1542 18.6716 -1.1333  0.179
49 H 13.9701 17.2933 -1.9960  0.204
50 H 14.7819 18.2509 -0.7084  0.179
51 H 14.1042 15.4842 2.8832  0.373
52 H 12.7788 14.7312 2.8877  0.360

Forces on the atoms, in the same order (eV/Å):
Li 0.284 0.055 -0.451
C 0.104 0.355 0.235
C -2.024 -0.203 -1.546
C 1.438 1.460 0.587
O 0.516 -0.401 0.114
C -0.631 -0.347 -0.365
N 0.386 0.419 0.961
H 0.076 -0.030 -0.388
H -0.094 -0.174 0.230
H -0.366 0.044 0.030
H 0.250 -0.268 -0.164
H -0.500 -0.312 0.447
H 0.107 -0.237 -0.226
H -0.406 0.480 0.207
H 0.742 -0.728 -0.239
H -0.391 -0.470 0.310
H 0.466 -0.165 -0.362
H -0.122 0.097 0.446
C -0.702 -1.525 0.088
C -0.679 1.639 -1.362
C -0.841 -0.209 0.517
O -0.542 0.718 -0.865
C 0.850 -0.123 0.044
N 1.726 0.026 0.296
H 0.166 0.460 0.566
H 0.331 0.121 -0.045
H -0.300 -0.149 0.077
H -0.062 -0.461 -0.902
H 0.644 -0.149 0.296
H -0.208 -0.479 0.021
H 0.430 -0.280 -0.137
H -0.321 0.065 -0.088
H -0.158 0.143 0.108
H 0.068 1.055 -0.277
H -0.186 -0.737 1.465
C -1.275 -0.666 0.182
C 0.865 0.139 1.155
C -0.748 -1.032 -0.873
O -1.578 0.384 1.275
C 1.150 0.304 0.825
N 1.036 -0.471 0.334
H 0.476 -0.184 0.241
H 0.076 0.407 -0.644
H 0.034 -0.211 -0.168
H -0.290 1.083 -0.275
H 0.067 -0.173 0.304
H 0.151 0.490 -1.031
H -0.443 -0.243 -0.107
H -0.135 0.063 0.203
H 0.412 0.411 -0.765
H 0.856 -0.060 -0.360
H -0.705 0.065 0.078

Spin multiplicity   1
HOMO energy   -12.68 eV
Net charge   +1
Energy above the lowest of the compared OMol25 structures with the same formula, charge and spin   129.63 kJ/mol
DFT total energy   -874.33963 Ha